{"formula": "C73H174N10O21", "method": "ωB97M-V/def2-TZVPD", "elements": ["C", "O", "C", "C", "N", "C", "C", "O", "C", "H", "H", "H", "H", "H", "H", "H", "H", "H", "H", "H", "H", "H", "H", "H", "C", "O", "C", "C", "N", "C", "C", "O", "C", "H", "H", "H", "H", "H", "H", "H", "H", "H", "H", "H", "H", "H", "H", "H", "C", "O", "C", "C", "N", "C", "C", "O", "C", "H", "H", "H", "H", "H", "H", "H", "H", "H", "H", "H", "H", "H", "H", "H", "C", "O", "C", "C", "N", "C", "C", "O", "C", "H", "H", "H", "H", "H", "H", "H", "H", "H", "H", "H", "H", "H", "H", "H", "C", "O", "C", "C", "N", "C", "C", "O", "C", "H", "H", "H", "H", "H", "H", "H", "H", "H", "H", "H", "H", "H", "H", "H", "C", "O", "C", "C", "N", "C", "C", "O", "C", "H", "H", "H", "H", "H", "H", "H", "H", "H", "H", "H", "H", "H", "H", "H", "C", "O", "C", "C", "N", "C", "C", "O", "C", "H", "H", "H", "H", "H", "H", "H", "H", "H", "H", "H", "H", "H", "H", "H", "C", "C", "C", "C", "C", "C", "N", "O", "C", "C", "C", "H", "H", "H", "H", "H", "H", "H", "H", "H", "H", "H", "H", "H", "H", "H", "H", "H", "H", "H", "C", "C", "C", "C", "C", "C", "N", "O", "C", "C", "C", "H", "H", "H", "H", "H", "H", "H", "H", "H", "H", "H", "H", "H", "H", "H", "H", "H", "H", "H", "C", "C", "C", "C", "C", "C", "N", "O", "C", "C", "C", "H", "H", "H", "H", "H", "H", "H", "H", "H", "H", "H", "H", "H", "H", "H", "H", "H", "H", "H", "C", "C", "O", "O", "H", "H", "H", "H", "H", "H", "C", "C", "O", "O", "H", "H", "H", "H", "H", "H"], "positions_angstrom": [[-10.6384, 4.8716, 31.4635], [-10.1985, 3.6468, 30.8815], [-10.2733, 3.7368, 29.4306], [-9.8514, 2.4266, 28.9296], [-9.3297, 2.4543, 27.5290], [-10.4836, 2.5869, 26.6269], [-10.0268, 2.2891, 25.2270], [-9.8707, 0.8686, 25.0836], [-8.7192, 0.4877, 24.4103], [-10.2179, 5.8013, 31.0804], [-10.3636, 4.7530, 32.5116], [-11.7279, 4.8986, 31.4819], [-9.6932, 4.6179, 29.1564], [-11.2851, 4.0113, 29.1322], [-10.6810, 1.7343, 29.0725], [-9.0356, 2.1342, 29.5907], [-8.9779, 1.5209, 27.3705], [-11.1011, 3.4705, 26.7878], [-11.3089, 1.8857, 26.7506], [-9.1115, 2.8162, 24.9575], [-10.6866, 2.5060, 24.3870], [-8.6840, 0.8544, 23.3845], [-8.6043, -0.5924, 24.3197], [-7.8083, 0.8700, 24.8711], [-14.6665, 6.4750, 34.1162], [-13.8763, 7.6245, 34.0377], [-14.1521, 8.3615, 32.8227], [-13.2177, 9.6152, 32.6613], [-11.8413, 9.2861, 32.7735], [-11.0057, 10.3871, 33.2820], [-9.5053, 10.0188, 33.1431], [-9.2034, 8.8727, 33.9739], [-8.7659, 7.6743, 33.4332], [-14.5165, 6.1058, 35.1308], [-14.4620, 5.7732, 33.3077], [-15.7157, 6.6519, 33.8796], [-15.2009, 8.6509, 32.7568], [-13.9526, 7.7600, 31.9358], [-13.4958, 10.4025, 33.3619], [-13.3594, 9.9951, 31.6495], [-11.7276, 8.5744, 33.4811], [-11.1853, 10.6815, 34.3160], [-11.1152, 11.3102, 32.7129], [-8.8298, 10.8203, 33.4423], [-9.3132, 9.8028, 32.0921], [-7.8509, 7.7380, 32.8444], [-9.4653, 7.3514, 32.6620], [-8.6384, 6.9411, 34.2295], [-13.4150, 0.1975, 35.6995], [-12.4159, 1.0202, 35.1090], [-12.2918, 0.6521, 33.7261], [-11.1875, 1.4964, 33.0304], [-9.8816, 1.3682, 33.6767], [-8.9016, 2.3961, 33.2425], [-7.6020, 2.1383, 34.0536], [-7.9020, 2.1772, 35.3732], [-6.7922, 2.3630, 36.2113], [-13.5522, 0.5195, 36.7318], [-13.2219, -0.8697, 35.5907], [-14.3679, 0.4621, 35.2411], [-13.2312, 0.7047, 33.1758], [-12.0529, -0.4113, 33.7119], [-11.4351, 2.5486, 33.1706], [-11.1456, 1.2137, 31.9786], [-9.9766, 1.4176, 34.6810], [-9.2322, 3.3890, 33.5474], [-8.6686, 2.4917, 32.1820], [-6.9500, 2.9691, 33.7839], [-7.1842, 1.1710, 33.7745], [-5.9850, 1.6324, 36.1572], [-7.0391, 2.4750, 37.2670], [-6.3332, 3.3344, 36.0275], [3.9583, 6.7968, 33.1991], [5.1220, 7.3982, 33.7998], [5.1206, 8.8446, 33.5591], [6.3737, 9.4981, 34.1151], [7.4755, 9.1935, 33.1981], [8.7745, 9.3682, 33.7793], [9.0833, 10.7965, 34.0924], [8.8484, 11.7385, 33.0033], [9.7163, 12.8279, 32.9871], [4.1074, 6.7085, 32.1229], [2.9754, 7.2231, 33.3999], [3.9404, 5.7451, 33.4847], [4.2602, 9.2830, 34.0648], [5.0463, 9.1593, 32.5182], [6.6647, 9.1365, 35.1014], [6.2412, 10.5790, 34.1627], [7.4078, 9.7074, 32.3313], [9.5374, 9.0842, 33.0544], [8.8419, 8.6899, 34.6298], [10.1378, 10.8048, 34.3681], [8.5930, 11.0283, 35.0379], [9.4719, 13.5473, 33.7686], [9.5410, 13.4473, 32.1075], [10.7299, 12.4405, 33.0902], [-0.6168, 9.1752, 34.5492], [-0.7186, 9.5936, 35.9410], [-1.3979, 8.7370, 36.7813], [-0.4533, 7.6512, 37.2263], [0.2204, 8.0357, 38.4642], [1.2648, 9.0710, 38.3037], [2.4501, 8.7393, 37.3976], [3.2091, 7.7285, 38.0630], [4.4380, 7.4213, 37.3389], [-1.5589, 8.9838, 34.0354], [0.0200, 8.2922, 34.4957], [-0.0820, 9.9790, 34.0432], [-2.2957, 8.4525, 36.2324], [-1.6928, 9.3537, 37.6303], [0.2145, 7.2776, 36.4501], [-1.0646, 6.8140, 37.5635], [0.7339, 7.2219, 38.7710], [1.6665, 9.1884, 39.3102], [0.8118, 10.0295, 38.0502], [3.0754, 9.6262, 37.2950], [2.2002, 8.3800, 36.3993], [4.8203, 6.5311, 37.8385], [5.1179, 8.2584, 37.4972], [4.2898, 7.3653, 36.2605], [-6.4826, 5.7469, 30.6251], [-6.0046, 5.2082, 31.8752], [-4.9727, 6.0575, 32.3505], [-4.2814, 5.4303, 33.5653], [-3.1182, 4.4976, 33.3304], [-1.9225, 4.9551, 32.5705], [-0.9636, 5.9381, 33.3298], [-0.2729, 6.9181, 32.4651], [0.6411, 6.3166, 31.5860], [-7.4432, 5.2915, 30.3844], [-5.8463, 5.2852, 29.8700], [-6.4583, 6.8361, 30.5918], [-5.4106, 7.0330, 32.5624], [-4.2185, 6.1565, 31.5698], [-4.9724, 4.8898, 34.2122], [-3.9661, 6.2075, 34.2616], [-3.4533, 3.6208, 32.9574], [-2.2511, 5.2644, 31.5783], [-1.2978, 4.0876, 32.3577], [-0.2591, 5.3715, 33.9387], [-1.5458, 6.4927, 34.0656], [0.1536, 5.5972, 30.9281], [1.4123, 5.8239, 32.1781], [1.2336, 6.9732, 30.9488], [-3.6496, 0.9763, 33.2734], [-3.7566, 2.0019, 32.3270], [-4.8880, 1.7752, 31.4475], [-4.9380, 2.6650, 30.1801], [-4.3886, 2.0228, 28.9892], [-2.9455, 1.7322, 29.2018], [-2.3714, 0.6136, 28.2602], [-3.0251, -0.7092, 28.5320], [-2.9326, -1.2782, 29.8128], [-3.3392, 0.0221, 32.8478], [-4.6243, 0.8117, 33.7327], [-2.9234, 1.2304, 34.0456], [-5.7480, 1.8462, 32.1134], [-4.7917, 0.7366, 31.1308], [-4.3234, 3.5222, 30.4549], [-5.9967, 2.9184, 30.1243], [-4.7762, 1.0901, 28.9902], [-2.7670, 1.3260, 30.1974], [-2.4057, 2.6772, 29.1407], [-1.2830, 0.5713, 28.2993], [-2.5510, 0.8152, 27.2042], [-3.4189, -2.2517, 29.7499], [-3.4144, -0.6182, 30.5341], [-1.8717, -1.4364, 30.0067], [-5.0488, 7.2949, 23.8289], [-3.9160, 7.9302, 24.7034], [-4.4637, 9.3507, 25.0273], [-3.5971, 10.0883, 26.0621], [-3.5977, 9.2570, 27.3931], [-3.0561, 7.8338, 27.1106], [-3.5833, 7.1677, 25.9566], [-3.1788, 5.8701, 25.7506], [-1.5027, 7.8653, 27.0573], [-3.3322, 7.0384, 28.4099], [-2.7246, 8.0509, 23.7433], [-5.9852, 7.0831, 24.3449], [-4.7597, 6.3012, 23.4867], [-5.2142, 7.9487, 22.9725], [-4.6386, 9.9409, 24.1278], [-5.4390, 9.2750, 25.5081], [-3.9532, 11.1016, 26.2476], [-2.5487, 10.2097, 25.7897], [-4.6376, 9.2326, 27.7188], [-2.9588, 9.7682, 28.1132], [-1.0714, 8.5964, 27.7410], [-1.0687, 6.8821, 27.2393], [-1.1708, 8.0484, 26.0353], [-2.9447, 6.0197, 28.4149], [-2.9938, 7.5273, 29.3235], [-4.3996, 6.8400, 28.5068], [-1.9057, 8.6293, 24.1710], [-3.1514, 8.4214, 22.8113], [-2.2431, 7.0938, 23.5428], [-3.8943, 5.4422, 26.2267], [-3.1359, 10.2404, 31.5701], [-4.4261, 11.1456, 31.6940], [-4.6216, 11.4659, 33.1968], [-3.7050, 12.5112, 33.8210], [-3.7008, 13.7966, 32.9273], [-3.4280, 13.5496, 31.3867], [-4.3298, 12.4379, 30.9840], [-4.3080, 12.2539, 29.6206], [-3.8102, 14.8434, 30.6810], [-1.8804, 13.4192, 31.2420], [-5.6753, 10.3551, 31.2214], [-3.0057, 9.8948, 30.5446], [-3.1750, 9.3460, 32.1919], [-2.2208, 10.7814, 31.8110], [-5.6800, 11.6648, 33.3653], [-4.4178, 10.5446, 33.7424], [-2.6970, 12.1376, 34.0012], [-4.0880, 12.8183, 34.7942], [-2.9024, 14.4367, 33.3028], [-4.5618, 14.4619, 32.9917], [-3.4797, 15.0673, 29.6667], [-4.8804, 15.0425, 30.6255], [-3.4858, 15.7076, 31.2606], [-1.3955, 14.3954, 31.2367], [-1.5000, 12.8293, 32.0760], [-1.6170, 12.9707, 30.2841], [-6.5954, 10.8926, 31.4506], [-5.7423, 9.3167, 31.5459], [-5.6971, 10.1547, 30.1502], [-5.1052, 12.7478, 29.4156], [5.2246, 11.8141, 30.7665], [3.7141, 11.9179, 30.6437], [3.4965, 13.2370, 29.9249], [2.0712, 13.4340, 29.4608], [1.7225, 12.1388, 28.5682], [1.9185, 10.7513, 29.1904], [3.2295, 10.7415, 29.9263], [3.5103, 9.5078, 30.4631], [0.7542, 10.5288, 30.1311], [1.8940, 9.6720, 28.0398], [3.0919, 11.9643, 32.0566], [5.4572, 10.9801, 31.4287], [5.7412, 11.6492, 29.8210], [5.6602, 12.6931, 31.2417], [3.6867, 14.0588, 30.6154], [4.1986, 13.2849, 29.0925], [1.4713, 13.5464, 30.3638], [2.0388, 14.3172, 28.8227], [2.1989, 12.1826, 27.5888], [0.6741, 12.2727, 28.3016], [0.8209, 9.5615, 30.6291], [-0.2019, 10.5178, 29.6078], [0.6751, 11.2824, 30.9147], [0.9035, 9.6138, 27.5885], [2.2458, 8.7316, 28.4640], [2.4988, 9.9497, 27.1765], [3.2388, 10.9985, 32.5401], [3.5025, 12.7223, 32.7236], [2.0172, 12.1458, 32.0424], [4.2207, 9.2291, 29.8806], [-0.2754, 1.4553, 32.3123], [-0.0367, -0.0551, 32.1702], [1.1174, -0.5218, 32.7593], [0.8396, 2.0725, 31.6495], [-0.2405, 1.8753, 33.3176], [-1.1939, 1.7154, 31.7863], [-0.1176, -0.3198, 31.1159], [-0.8608, -0.6088, 32.6201], [1.1422, -1.4535, 32.9896], [1.5618, 1.9908, 32.2767], [-6.0614, 4.1093, 26.6129], [-6.9605, 5.3222, 26.7308], [-8.2552, 4.9726, 26.2961], [-4.7411, 4.2625, 27.2399], [-5.9963, 3.6457, 25.6286], [-6.4722, 3.3115, 27.2316], [-6.4966, 6.1147, 26.1436], [-6.9723, 5.5349, 27.7998], [-8.5254, 4.2228, 26.8312], [-4.5761, 3.6402, 27.9521]], "forces_ev_per_angstrom": [[-0.291, -1.160, 1.299], [-0.206, 1.062, -1.503], [-0.680, 1.625, 1.702], [1.396, -0.604, -0.694], [-1.815, 0.082, 1.110], [-0.723, -0.435, -0.814], [0.129, -0.079, -1.664], [0.021, -0.279, 1.064], [0.980, -0.005, -0.791], [0.176, -0.196, -0.415], [0.118, 0.425, 0.018], [-0.209, 0.293, -0.397], [0.637, -0.234, -0.494], [-0.395, -0.172, 0.050], [-0.002, -0.321, -0.156], [0.095, -0.300, -0.071], [0.319, -0.168, -0.244], [0.982, 0.867, -0.326], [0.211, -0.997, 0.718], [0.351, -0.055, 0.354], [-0.669, 0.749, 0.479], [-0.233, 0.230, -0.294], [-0.464, -0.060, 0.398], [0.140, 0.098, 0.348], [-0.303, -0.098, -0.263], [-0.102, 1.370, -1.359], [1.294, 0.641, 0.090], [-1.517, -0.583, 0.180], [1.735, 0.026, 0.895], [1.421, -0.025, -0.533], [-0.500, -1.137, 0.156], [-0.283, 1.341, 0.808], [-0.167, -0.098, -1.414], [-0.219, -0.451, -0.331], [0.862, -0.526, 0.196], [-0.443, 0.573, 0.669], [-0.129, 0.155, 0.291], [0.082, -0.570, 0.027], [-0.301, 0.107, 0.243], [-0.473, 0.156, -0.063], [-0.102, -0.439, 0.022], [-0.332, -0.262, 0.320], [-0.351, -0.054, -0.371], [-0.187, 0.174, 0.146], [0.074, -0.207, -0.135], [0.669, 0.323, 0.300], [-0.477, -0.543, 0.188], [-0.150, 0.092, -0.085], [-0.340, 1.280, 0.053], [-0.214, -0.459, -0.742], [1.271, 0.117, 0.197], [-0.354, -0.088, 1.588], [0.582, -0.456, -1.457], [0.393, -0.825, 1.917], [-0.749, 0.601, -2.467], [-0.386, -0.218, 2.615], [0.581, 1.040, 0.553], [0.463, -0.344, 0.132], [0.143, -0.036, 0.120], [-0.290, -0.371, -0.316], [-0.311, 0.559, 0.076], [0.438, -0.238, -0.169], [-0.768, 0.272, -0.642], [0.068, 0.188, 0.006], [-0.048, 0.109, 0.056], [-0.156, 0.339, 0.054], [-0.320, -0.702, 0.004], [0.626, 0.030, -0.094], [0.278, -0.186, -0.154], [-0.198, -0.484, -0.407], [-0.764, -0.534, -0.102], [0.227, 0.239, -0.539], [1.183, -0.878, -0.365], [-1.156, 1.465, -0.688], [0.065, -0.456, 1.224], [0.556, -0.437, -1.179], [-0.293, -0.812, 0.079], [-0.046, 0.088, -1.676], [0.994, 1.017, 0.879], [-0.890, -1.941, 0.730], [-0.137, 0.450, 0.483], [-0.143, 0.540, -0.323], [0.188, 0.531, 0.306], [0.028, 0.047, 0.559], [-0.357, -0.072, 0.122], [-0.110, -0.654, -0.321], [-0.277, -0.127, 0.093], [-0.418, 0.244, 0.289], [-0.137, 0.164, 0.032], [-0.082, -0.529, -0.177], [0.289, 0.355, 0.292], [0.387, 0.325, -0.135], [-0.564, 0.876, -0.152], [0.255, -0.131, 0.683], [0.248, -0.626, -0.499], [0.311, 0.556, -0.194], [0.911, 0.330, 1.407], [0.644, 1.685, -2.446], [0.124, 0.133, -0.433], [-1.174, -0.934, 1.417], [1.057, 0.482, -0.577], [-0.250, -0.177, 0.308], [0.187, -0.287, 0.780], [0.519, -0.274, -0.953], [-1.075, 0.822, 1.225], [-0.297, 0.029, 0.312], [-0.141, -0.141, -0.184], [-0.145, 0.024, -0.028], [-0.303, -0.805, 0.305], [-0.113, -0.279, 0.244], [-0.012, 0.221, -0.344], [-0.093, -0.390, -0.310], [-0.047, -0.252, 0.295], [0.226, 0.168, 0.013], [-0.029, -0.100, -0.299], [0.060, 0.312, -0.132], [-0.324, 0.094, -0.190], [0.121, -0.030, -0.530], [0.328, 0.044, 0.077], [-0.136, -0.561, -0.022], [0.533, -1.773, 0.173], [-0.621, 0.605, -0.343], [0.391, -0.931, 0.423], [1.226, -0.339, 0.226], [-0.033, 1.234, 0.550], [-0.303, -0.330, 0.304], [-0.642, 0.661, -1.052], [-1.086, -0.457, 0.868], [0.522, -0.944, 0.159], [-0.434, 0.430, 0.483], [0.406, 0.686, -0.467], [-0.195, -0.042, -0.024], [0.133, 0.246, 0.213], [0.147, 0.348, -0.248], [-0.345, -0.290, -0.411], [0.339, 0.392, -0.275], [0.120, 0.131, -0.041], [0.399, 0.918, -0.188], [-0.305, -0.384, 0.068], [0.388, -0.159, -0.272], [-0.016, 0.413, -0.281], [0.007, -0.195, -0.030], [0.075, -0.580, 0.066], [-0.644, 0.838, 0.183], [-0.254, -0.309, 0.498], [0.054, 0.062, -1.170], [0.702, -0.470, 0.615], [0.465, -0.565, 2.019], [0.647, -0.502, 0.513], [0.370, -0.806, -0.600], [-1.365, -0.304, 0.587], [0.244, 1.862, -1.519], [0.641, 0.439, -0.682], [0.077, -0.121, -0.368], [-0.107, -0.056, 0.306], [-0.056, 0.325, -0.118], [-0.393, 0.202, -0.422], [-0.338, -0.302, -0.147], [-0.277, 0.485, -0.337], [0.137, 0.332, -0.724], [-0.603, -0.234, -0.606], [-0.045, 0.277, 0.316], [0.291, -0.106, -0.225], [0.111, -0.267, 0.714], [-0.542, -0.104, 0.090], [-0.131, 0.148, 0.145], [0.147, -0.364, 0.452], [0.075, -0.040, 0.682], [0.538, -0.938, 0.815], [-0.370, -0.134, -0.259], [0.811, -0.021, 1.298], [0.212, -0.487, 0.763], [-0.187, 0.348, -2.405], [2.055, -0.308, 2.125], [-2.977, 2.823, -1.110], [0.612, 0.011, -0.244], [0.193, 0.009, -0.839], [-1.110, -0.818, -0.162], [0.186, -0.356, 0.374], [-0.071, 0.597, 0.245], [0.342, 0.042, -0.310], [-0.155, -0.130, 0.049], [0.338, -0.186, -0.209], [-0.250, -0.325, -0.057], [-0.228, 0.004, 0.038], [0.062, -0.091, -0.488], [0.009, -0.200, 0.396], [-0.182, -0.255, 0.212], [0.016, -0.075, 0.020], [-0.192, -0.066, 0.403], [0.088, 0.548, 0.007], [0.535, 0.068, -0.274], [0.176, 0.292, -0.165], [-0.354, 0.384, 0.078], [-0.251, 0.602, -0.311], [0.668, 0.371, -0.102], [-0.400, -0.323, -0.016], [0.163, -1.289, 0.225], [-0.443, 0.506, -0.676], [1.128, -0.521, 0.832], [0.162, -0.772, 0.289], [-0.942, 1.401, -1.219], [0.834, -0.241, -0.369], [0.377, 0.184, 1.574], [0.078, 0.291, 1.844], [-0.014, 0.049, -1.321], [-0.986, 1.099, -0.288], [-0.593, -0.737, -0.412], [0.215, 0.116, -0.855], [-0.099, 0.017, -0.172], [-0.237, 0.055, 0.137], [-0.101, 0.093, 0.187], [0.006, 0.462, 0.055], [-0.223, -0.320, -0.042], [0.069, -0.037, -0.289], [-0.039, -0.191, 0.110], [0.288, 0.091, -0.160], [-0.590, -0.630, 0.306], [0.498, -0.730, -0.081], [-0.399, -0.556, 0.171], [0.458, -0.125, 0.242], [-0.212, 0.100, 0.268], [0.293, -0.068, -0.187], [0.043, -0.302, 0.012], [-0.002, -0.034, 0.203], [0.238, 0.157, 0.984], [0.337, 0.612, -0.324], [-0.052, -0.138, -0.872], [0.510, -0.661, 0.824], [0.275, -0.086, 1.351], [-0.692, 0.168, -0.319], [0.780, -2.147, -1.276], [-0.633, 1.692, 0.309], [0.393, 0.534, -0.011], [-1.218, 1.811, -3.174], [0.359, -0.501, 0.778], [-0.593, -0.768, 0.579], [0.272, 0.985, 0.734], [-0.123, -0.106, 0.295], [0.236, -0.129, -0.016], [-0.240, 0.029, -0.159], [-0.141, 0.135, -0.026], [0.617, -0.133, 0.151], [-0.034, 0.154, -0.143], [-0.533, -0.045, -0.366], [-0.418, 0.036, 0.139], [0.636, 0.271, 0.178], [-0.291, -0.415, 0.058], [0.128, -0.120, 0.117], [-0.027, 0.073, -0.221], [0.090, 0.061, -0.154], [-0.211, -0.311, 0.518], [-0.336, -0.160, -0.287], [0.566, 0.124, 0.302], [-0.001, -0.085, 0.022], [0.335, 0.123, -0.174], [0.046, -0.005, -0.156], [0.193, -0.539, 0.167], [1.773, -0.636, -0.563], [-2.387, -0.639, 0.373], [2.027, 0.723, 0.579], [-0.367, 0.485, -0.221], [-0.665, -0.556, 0.343], [0.038, 0.106, 0.127], [0.407, 0.278, -0.368], [-0.619, 0.158, 0.174], [-0.515, 0.118, -0.262], [0.290, 0.008, -0.158], [1.097, -1.955, 1.919], [0.831, -0.867, 0.208], [0.158, 0.822, -0.639], [-0.818, 1.657, -1.619], [0.300, 0.595, -0.342], [-0.747, -0.145, -0.085], [-0.600, 0.354, 0.138], [0.078, 0.671, 0.055], [-0.217, -0.595, 0.280], [-0.365, -0.833, -0.060]], "mulliken_charge": [-1.236, 0.252, -0.424, -1.067, 0.002, -0.911, -0.612, -0.379, -0.624, 0.409, 0.239, 0.398, 0.234, 0.466, 0.289, 0.227, 0.269, 0.506, 0.497, 0.308, 0.474, 0.326, 0.264, 0.204, -0.722, -0.303, -0.609, -0.747, -0.211, -1.012, -0.318, -0.453, -0.417, 0.252, 0.274, 0.319, 0.457, 0.326, 0.422, 0.335, 0.206, 0.404, 0.445, 0.384, 0.281, 0.218, 0.225, 0.352, -0.766, -0.313, -0.883, 0.011, -0.426, -0.011, 0.317, -0.357, -0.701, 0.256, 0.303, 0.316, 0.502, 0.431, 0.158, 0.004, 0.385, 0.086, -0.130, -0.325, 0.339, 0.295, 0.336, 0.197, -0.872, -0.562, 0.328, -1.009, -0.277, -0.949, -0.467, -0.274, -0.776, 0.480, 0.193, 0.441, 0.158, -0.059, 0.718, 0.295, 0.242, 0.409, 0.406, 0.493, 0.287, 0.311, 0.225, 0.329, 0.161, -0.471, -0.602, -0.547, -0.487, -1.039, 0.235, -0.411, -0.475, -0.272, 0.155, 0.163, 0.238, 0.465, 0.377, 0.442, 0.314, 0.441, 0.389, 0.436, -0.163, 0.323, 0.277, 0.039, 0.082, 0.219, 1.301, -1.478, 0.316, 0.411, -0.842, 0.356, -0.594, -0.332, -0.186, 0.424, -0.043, -0.624, 0.093, 0.362, 0.091, -0.081, -0.002, 0.331, 0.078, 0.179, 0.299, -0.065, -0.850, 0.088, -0.541, 0.211, -0.056, 0.131, -0.747, -0.420, -0.117, 0.197, 0.217, 0.341, -0.271, 0.494, -0.441, 0.176, 0.565, -0.550, 0.148, 0.372, 0.345, 0.296, -0.065, 0.152, -1.889, 1.093, -1.287, -1.030, -0.472, 1.978, 1.578, -0.527, -1.775, -2.538, -1.805, 0.400, 0.415, 0.491, 0.555, 0.341, 0.436, 0.344, 0.143, -0.256, 0.137, 0.343, 0.438, 0.524, 0.382, 0.448, 0.298, 0.506, 0.337, 0.372, 0.162, 1.862, -1.210, -0.414, -1.509, 2.050, 0.243, -0.272, -2.168, -1.965, -1.896, -0.904, 0.103, -0.009, 0.393, 0.322, 0.111, 0.492, 0.458, 0.424, 0.332, 0.519, 0.467, 0.547, 0.212, 0.405, 0.572, 0.187, 0.187, 0.327, -1.898, 2.033, -1.516, -0.380, -1.627, 1.983, 0.179, -0.338, -0.407, -1.881, -1.294, -0.024, 0.466, 0.459, 0.518, 0.353, 0.076, 0.475, 0.455, 0.445, 0.017, -0.009, -0.237, 0.403, 0.407, 0.411, -0.055, 0.521, 0.115, 0.360, 0.540, -0.290, -0.561, -0.594, 0.421, -0.616, 0.063, 0.341, 0.350, 0.346, -0.425, 1.050, -0.631, -0.511, 0.294, 0.310, -0.535, -0.217, 0.247, 0.134], "orbital_gap_ev": 7.76, "total_energy_ev": -136402.95774, "e_homo_ev": -7.40, "smiles": "CC1(C)CCCC(C)(C)N1O.CC1(C)CCCC(C)(C)N1O.CC1(C)CCCC(C)(C)N1O.COCCNCCOC.COCCNCCOC.COCCNCCOC.COCCNCCOC.COCCNCCOC.COCCNCCOC.COCCNCCOC.OCCO.OCCO", "lumo_energy_ev": 0.36}